DFT (the ωB97M-V functional and the def2-TZVPD basis) results for a 6-piece molecular cluster, C12H30Cl9O12P3 overall in a non-equilibrium geometry.

Calculated values
total charge = 0
highest occupied orbital energy = -10.202 eV
orbital gap = 10.756 eV
largest force on an atom = 2.01 eV/A
calculated total energy = -6544.1237 hartree
structure (SMILES) = COP(=O)(OC)OC.COP(=O)(OC)OC.COP(=O)(OC)OC.ClC(Cl)Cl.ClC(Cl)Cl.ClC(Cl)Cl
2S+1 = 1
energy above the lowest of the compared OMol25 structures with the same formula, charge and spin = 0.969 eV

Each line ends with the Mulliken charge.
CARTESIAN COORDINATES (ANGSTROEM)
C1 3.00132 -4.84942 2.44788  -0.65
O1 1.96645 -4.41925 1.56649  -0.34
P1 2.09249 -3.14162 0.61395  1.10
O2 3.05637 -2.11972 1.04648  -0.59
O3 0.61359 -2.59964 0.54524  -0.41
C2 0.38323 -1.31714 -0.01608  0.33
O4 2.38449 -3.74169 -0.85040  -0.19
C3 3.60279 -4.41576 -1.03661  -0.77
H1 2.54979 -4.90687 3.43683  0.26
H2 3.81115 -4.11815 2.51342  0.33
H3 3.40903 -5.79250 2.08960  0.27
H4 -0.08198 -0.66263 0.71290  0.05
H5 -0.25672 -1.31985 -0.90194  0.15
H6 1.25515 -0.83738 -0.46755  -0.61
H7 4.20982 -3.96178 -1.82967  0.22
H8 3.52372 -5.42092 -1.46662  0.30
H9 4.21403 -4.47436 -0.13652  0.36
C4 3.34696 0.57979 0.38712  -0.33
O5 3.67242 1.16094 -0.86976  -0.44
P2 3.12330 0.49519 -2.19205  0.77
O6 1.68060 0.67746 -2.38396  -0.35
O7 3.64742 -1.01700 -2.16020  -0.08
C5 4.99725 -1.29284 -1.78057  -0.74
O8 3.99901 1.23841 -3.29903  -0.46
C6 3.67805 1.32700 -4.69247  -0.42
H10 3.68049 1.26775 1.17014  0.37
H11 3.84025 -0.34369 0.69293  0.27
H12 2.26538 0.53925 0.50251  0.11
H13 5.45734 -0.50576 -1.18389  0.36
H14 5.58875 -1.45143 -2.68006  0.28
H15 4.98616 -2.19159 -1.16697  0.17
H16 2.61500 1.12952 -4.80355  0.09
H17 4.28981 0.62873 -5.26018  0.26
H18 3.91036 2.35151 -4.97290  0.24
C7 -2.06873 0.57745 -1.78997  -0.28
O9 -2.30729 0.39029 -0.38082  -0.23
P3 -2.32062 1.60520 0.64946  1.02
O10 -0.98864 2.04203 1.08824  -0.71
O11 -3.20611 1.03678 1.85085  -0.27
C8 -2.73344 -0.02717 2.65446  -0.03
O12 -3.23542 2.70541 -0.05511  -0.36
C9 -4.63428 2.69279 0.14436  -0.49
H19 -2.77935 -0.09351 -2.27955  0.30
H20 -1.03076 0.36419 -2.02108  -0.25
H21 -2.42330 1.56826 -2.07677  0.53
H22 -3.37500 -0.89198 2.50953  0.29
H23 -2.62553 0.21894 3.71126  -0.14
H24 -1.70574 -0.30431 2.39888  0.06
H25 -4.92627 2.81465 1.18304  0.05
H26 -5.16691 1.87446 -0.35531  0.32
H27 -5.09504 3.52477 -0.40113  0.33
Cl1 0.67979 -0.42570 -6.66269  -0.15
C10 -0.10552 -0.51479 -5.05387  0.46
Cl2 -1.52077 -1.48271 -5.14314  -0.13
Cl3 -0.56298 1.18751 -4.61281  -0.13
H28 0.60970 -0.86406 -4.31884  -0.08
Cl4 -2.40068 1.79657 8.40666  -0.14
C11 -2.39570 1.83186 6.64957  0.13
Cl5 -1.05525 2.74447 6.03332  -0.11
Cl6 -3.91142 2.35574 5.88918  -0.11
H29 -2.26266 0.82315 6.27480  0.20
Cl7 -7.70816 6.53326 1.47253  -0.13
C12 -8.22021 5.21536 2.54595  0.01
Cl8 -7.00898 3.93629 2.50513  -0.07
Cl9 -9.79692 4.64154 2.06288  -0.11
H30 -8.23113 5.62873 3.54650  0.31